{"formula": "C39H52N5Si", "method": "ωB97M-V/def2-TZVPD", "species": ["C", "C", "C", "C", "C", "C", "C", "C", "C", "C", "N", "C", "C", "C", "C", "C", "C", "C", "C", "N", "Si", "C", "C", "C", "C", "C", "C", "H", "H", "H", "H", "H", "H", "H", "H", "H", "H", "H", "H", "H", "H", "H", "H", "H", "H", "H", "H", "H", "H", "H", "H", "H", "H", "H", "H", "H", "H", "H", "H", "H", "H", "H", "H", "H", "N", "C", "C", "C", "C", "C", "H", "H", "H", "H", "H", "N", "C", "C", "C", "C", "C", "H", "H", "H", "H", "H", "N", "C", "C", "C", "C", "C", "H", "H", "H", "H", "H"], "positions_angstrom": [[-4.868044, 2.731136, -1.096408], [-4.783079, 3.971397, -0.436492], [-4.452283, 5.319794, 0.494792], [-3.324196, 6.233363, -0.311882], [-1.805906, 6.083718, 0.353340], [-0.828222, 5.262340, -0.703278], [0.045469, 6.150950, -1.762071], [1.024986, 5.320150, -2.780373], [1.150993, 3.648548, -2.830554], [2.245958, 3.142000, -3.902668], [1.723304, 2.638950, -5.228013], [1.863671, 3.735998, -6.299330], [0.235410, 2.755720, -1.822424], [0.256933, 1.081534, -1.841102], [1.060473, 0.141154, -2.872548], [0.079399, -0.716273, -3.934301], [0.019677, -0.097959, -5.437901], [-0.596988, -1.309437, -6.413657], [-1.116213, 1.087582, -5.445994], [-0.585144, 0.356494, -0.762870], [-0.753933, -1.379882, -0.422222], [-0.524511, -1.584102, 1.521983], [0.287995, -2.698510, -1.217026], [-2.643963, -1.823061, -0.726409], [-1.460275, 1.148829, 0.244417], [-1.591317, 2.776456, 0.284329], [-0.704029, 3.638245, -0.773404], [-4.990117, 1.757656, -1.776367], [-5.450497, 5.924334, 0.699302], [-4.007046, 4.954542, 1.531408], [-3.658083, 7.352065, -0.191433], [-3.352273, 5.980064, -1.456072], [-1.841039, 5.488480, 1.360416], [-1.392202, 7.176950, 0.447404], [-0.026607, 7.334491, -1.759334], [1.674623, 6.005832, -3.513189], [2.983939, 2.384044, -3.348245], [2.981075, 4.039345, -4.199109], [2.425329, 1.903825, -5.534034], [2.969643, 3.895584, -6.648893], [1.265192, 3.336414, -7.248149], [1.350939, 4.742745, -5.991462], [1.838001, 0.577221, -3.600499], [1.728999, -0.597471, -2.208067], [-1.028403, -0.800303, -3.541952], [0.620799, -1.776851, -4.020727], [1.044632, 0.189426, -5.921195], [-1.612842, -1.623796, -5.913342], [0.157694, -2.186896, -6.584561], [-0.896970, -0.746356, -7.422681], [-0.802162, 2.004338, -4.749580], [-2.094958, 0.626860, -4.969115], [-1.390844, 1.441405, -6.548023], [0.295607, -0.821635, 1.935689], [-0.203756, -2.687015, 1.794700], [-1.580694, -1.420352, 2.032071], [0.158982, -3.722550, -0.613986], [1.458969, -2.475190, -1.144670], [-0.032598, -2.986529, -2.330734], [-2.811389, -2.989862, -0.774075], [-3.260644, -1.287128, 0.119605], [-2.942239, -1.309413, -1.753038], [-2.150474, 0.615040, 1.061041], [-2.288507, 3.344079, 1.039745], [0.181284, -1.292288, 4.778441], [-0.756954, -1.976512, 5.469020], [-0.468145, -3.013732, 6.341323], [0.863381, -3.376171, 6.515025], [1.852353, -2.691519, 5.816238], [1.465307, -1.665668, 4.969045], [-1.781173, -1.658605, 5.297061], [-1.262125, -3.526792, 6.872002], [1.128385, -4.185218, 7.189463], [2.899069, -2.950137, 5.929238], [2.200293, -1.098888, 4.404364], [4.617138, -1.875762, 6.788298], [4.280247, -0.567389, 6.784563], [5.052959, 0.428947, 7.359346], [6.242727, 0.063453, 7.980125], [6.615882, -1.276469, 8.002057], [5.778631, -2.199865, 7.396861], [3.341557, -0.333044, 6.291001], [4.734629, 1.464655, 7.324249], [6.874128, 0.816394, 8.442794], [7.536660, -1.593733, 8.478269], [6.027830, -3.257244, 7.384279], [-1.117013, -5.635434, -0.475253], [-1.784707, -6.407949, -1.359988], [-2.596177, -7.470706, -0.996379], [-2.729830, -7.763887, 0.356647], [-2.053179, -6.987576, 1.291848], [-1.267693, -5.943157, 0.831292], [-1.645691, -6.141438, -2.403685], [-3.111075, -8.055883, -1.749840], [-3.356214, -8.590238, 0.679813], [-2.136126, -7.190603, 2.353528], [-0.722607, -5.306071, 1.522170]], "atomic_forces_ev_per_a": [[0.551, 8.246, 4.032], [-0.122, -7.982, -3.558], [0.034, -1.184, -0.996], [-0.593, 0.278, 0.610], [0.016, -0.784, -1.704], [2.530, -0.004, -2.806], [-0.155, -5.057, 0.698], [-1.838, -1.650, 1.986], [-1.639, 3.350, 1.274], [1.774, 0.815, 0.676], [1.893, 0.610, -0.122], [-0.876, -0.424, -1.321], [0.217, 1.031, -0.267], [-1.929, 1.952, 2.451], [0.096, -1.176, 0.220], [1.012, -0.373, -0.187], [-1.623, -0.885, -0.488], [-0.474, 1.713, 0.219], [0.031, 0.056, 0.369], [0.560, 6.095, -1.142], [-1.759, -3.159, 2.157], [0.207, 0.232, 0.569], [1.891, -1.839, -1.169], [-0.191, 0.879, -0.695], [0.117, 4.711, -0.711], [2.635, -3.236, -2.762], [-0.656, -0.667, 0.739], [0.262, 2.911, 1.948], [2.144, -1.475, -0.597], [-1.087, 0.689, -2.202], [0.706, -2.145, -0.230], [0.207, 0.411, 2.340], [0.125, 1.490, -1.819], [-0.517, -2.398, 0.106], [0.254, -2.862, -0.055], [-1.454, -2.035, 1.715], [-1.844, 1.373, -1.294], [-1.695, -1.534, 1.276], [-1.268, 1.085, 0.505], [-1.953, -0.062, 0.873], [1.292, 0.933, 1.996], [1.094, -2.025, -0.346], [-1.522, 0.267, 1.653], [-1.843, 1.485, -1.338], [2.289, -0.066, -0.674], [-1.480, 2.231, 0.321], [-1.907, -0.298, 1.344], [2.057, 0.163, -1.050], [-1.620, 1.665, 0.329], [0.821, -1.591, 2.008], [-0.615, -1.963, -1.786], [1.873, 0.849, -1.046], [0.754, -0.631, 2.462], [-1.976, -1.755, -0.574], [-0.528, 2.273, -0.627], [2.337, -0.129, -0.801], [-0.095, 2.341, -1.170], [-2.461, -0.474, -0.411], [0.906, 0.780, 2.439], [0.264, 2.468, 0.194], [0.944, -1.330, -1.673], [0.300, -1.259, 1.987], [2.065, 0.761, -2.324], [1.504, -1.670, -1.649], [0.184, -0.658, 0.621], [0.574, 0.516, -0.512], [0.231, -0.049, 0.020], [-0.062, 0.061, -0.048], [-0.196, -0.365, -0.004], [-0.959, 0.224, -0.148], [0.037, -0.046, 0.051], [0.044, 0.067, -0.055], [-0.019, 0.096, -0.081], [-0.185, 0.123, -0.005], [0.000, -0.079, 0.012], [0.866, 0.831, 0.513], [0.177, -0.863, -0.033], [0.215, -0.122, 0.099], [0.011, -0.005, 0.003], [-0.106, 0.255, -0.022], [-0.740, 0.087, -0.414], [0.081, 0.042, 0.102], [0.008, -0.108, -0.002], [-0.077, -0.094, -0.053], [-0.100, 0.008, -0.054], [0.019, 0.096, 0.029], [-0.635, -0.807, 0.358], [0.460, 0.551, 0.459], [0.011, -0.008, 0.251], [0.000, 0.003, 0.010], [-0.108, -0.109, -0.193], [0.129, 0.252, -0.796], [-0.037, -0.059, 0.053], [0.069, 0.072, 0.060], [0.082, 0.104, -0.041], [0.026, 0.040, -0.104], [-0.041, -0.077, 0.020]], "largest_force_ev_per_a": 9.20, "total_energy_ha": -2079.57612, "charge": 1, "e_lumo_ev": -4.25, "spin_multiplicity": 1, "gap_ha": 0.2360}